Record 1
Here is a molecular structure, C43H35IrN3OP2STe from OMol25. Energies are from ωB97M-V with the def2-TZVPD basis set.

Output
- LUMO level (alpha / beta) (eV) = -4.19 / -4.19
- charge = +1
- orbital gap (alpha / beta) (eV) = 5.10 / 5.10
- multiplicity = 1

Each line ends with the Löwdin charge.
Atoms and positions in Å:
Ir (-0.29093, -0.12228, -1.34863)  0.975
Te (3.52382, 0.35315, 2.09327)  1.304
C (3.37868, -1.20751, 3.50105)  -0.558
C (4.39460, -2.15801, 3.53407)  -0.137
C (4.30076, -3.19162, 4.45939)  -0.139
N (3.26559, -3.33400, 5.30365)  0.064
C (2.30012, -2.40222, 5.25898)  -0.140
C (2.32844, -1.31212, 4.39801)  -0.134
C (2.07044, -0.24137, 0.70988)  -0.958
P (2.35984, 0.17093, -1.00786)  0.862
C (1.86264, -1.41723, -1.76780)  -0.469
C (1.25538, -1.37403, -3.03320)  -0.183
C (0.79884, -2.54759, -3.64117)  -0.075
C (0.95414, -3.76201, -3.00291)  -0.053
C (1.56608, -3.82157, -1.74797)  -0.052
C (2.00684, -2.66358, -1.12877)  -0.109
C (4.15923, 0.13666, -1.20002)  -0.417
C (4.80329, 1.31557, -1.58203)  -0.102
C (6.19234, 1.35422, -1.67988)  -0.069
C (6.93026, 0.21364, -1.40166)  -0.062
C (6.28503, -0.96659, -1.03545)  -0.061
C (4.90612, -1.00864, -0.93348)  -0.107
P (0.29276, -0.01572, 0.85266)  0.803
C (0.01072, 1.62146, 1.58441)  -0.353
C (0.83382, 2.67811, 1.17989)  -0.149
C (0.62487, 3.96281, 1.66130)  -0.058
C (-0.41489, 4.20977, 2.55831)  -0.058
C (-1.26990, 3.18115, 2.91852)  -0.053
C (-1.07130, 1.89661, 2.41828)  -0.104
C (-0.47263, -1.32201, 1.83565)  -0.319
C (-0.63751, -2.54843, 1.17730)  -0.102
C (-1.26185, -3.61377, 1.81297)  -0.049
C (-1.73990, -3.46233, 3.10987)  -0.055
C (-1.57001, -2.25360, 3.77156)  -0.063
C (-0.95065, -1.18505, 3.13694)  -0.103
H (5.24562, -2.09899, 2.86381)  0.086
H (5.08626, -3.93906, 4.52859)  0.107
H (1.47163, -2.53345, 5.95316)  0.106
H (1.55905, -0.54941, 4.44556)  0.084
H (1.23383, -0.44023, -3.58500)  0.099
H (0.31395, -2.49898, -4.61122)  0.114
H (0.59249, -4.67232, -3.47401)  0.117
H (1.68566, -4.77778, -1.24530)  0.118
H (2.44057, -2.70596, -0.13396)  0.103
H (4.21796, 2.20316, -1.80680)  0.101
H (6.69047, 2.27086, -1.97546)  0.110
H (8.01172, 0.24006, -1.46385)  0.112
H (6.86243, -1.86111, -0.82937)  0.113
H (4.41696, -1.93369, -0.65686)  0.098
H (1.63190, 2.50243, 0.47242)  0.070
H (1.27561, 4.77264, 1.34155)  0.114
H (-0.55927, 5.20773, 2.96218)  0.114
H (-2.10022, 3.37268, 3.59181)  0.116
H (-1.78316, 1.12165, 2.67053)  0.080
H (-0.29550, -2.66168, 0.16249)  0.064
H (-1.38795, -4.55569, 1.28830)  0.115
H (-2.25454, -4.28521, 3.60211)  0.116
H (-1.92387, -2.13902, 4.79189)  0.114
H (-0.83723, -0.25803, 3.67778)  0.091
O (-4.05499, -1.96800, -0.75146)  0.104
C (-2.97049, -1.61431, -1.10320)  -0.456
N (-1.88224, -1.27794, -1.52681)  -0.088
N (-0.84422, 1.94422, -1.60835)  -0.428
S (-2.15212, 2.86149, -1.73483)  1.126
C (-3.45438, 2.24210, -0.65419)  -0.355
C (-3.18609, 1.22618, 0.24124)  -0.117
C (-4.18566, 0.80571, 1.11689)  -0.058
C (-5.43767, 1.40439, 1.08355)  -0.049
C (-5.69988, 2.42067, 0.16591)  -0.053
C (-4.70791, 2.85142, -0.70208)  -0.070
C (-2.92304, 2.44914, -3.28995)  -0.393
C (-3.76208, 3.40634, -3.85005)  -0.095
C (-4.44541, 3.10072, -5.02143)  -0.056
C (-4.27061, 1.86096, -5.62250)  -0.057
C (-3.40423, 0.92610, -5.06642)  -0.051
C (-2.72289, 1.21543, -3.89283)  -0.072
H (-0.09807, 2.53269, -1.25759)  -0.014
H (-2.22553, 0.75083, 0.23081)  0.027
H (-3.98131, 0.00320, 1.82578)  0.118
H (-6.21692, 1.07779, 1.76500)  0.116
H (-6.68526, 2.87743, 0.12476)  0.116
H (-4.91625, 3.65011, -1.40691)  0.104
H (-3.85973, 4.38794, -3.39388)  0.113
H (-5.10857, 3.83710, -5.46705)  0.117
H (-4.81263, 1.62311, -6.53262)  0.115
H (-3.25988, -0.03632, -5.54855)  0.116
H (-2.05133, 0.49808, -3.45870)  0.059



Record 2
Here is a molecular structure, C32H35ClN4NiP from OMol25. Energies are from ωB97M-V with the def2-TZVPD basis set.

Output
- LUMO level (alpha / beta) (eV) = -2.29 / -2.67
- charge = +1
- orbital gap (alpha / beta) (eV) = 6.81 / 7.88
- multiplicity = 3

Each line ends with the Löwdin charge.
Atoms and positions in Å:
Ni (10.78831, 9.01888, 11.14184)  0.248
N (9.29843, 7.98342, 10.40075)  -0.027
C (8.35811, 8.63715, 9.47334)  -0.287
C (7.49643, 7.96599, 8.57472)  -0.001
C (6.45788, 8.68671, 7.94054)  -0.068
C (6.34203, 10.05085, 8.09221)  -0.049
C (7.18186, 10.75840, 9.03396)  -0.020
C (8.22181, 10.00498, 9.65918)  -0.311
P (9.37090, 10.69025, 10.85987)  1.027
C (8.40561, 10.89747, 12.36079)  -0.321
C (7.67413, 12.09333, 12.49571)  -0.081
C (7.10141, 12.41626, 13.75616)  -0.071
C (7.21806, 11.53657, 14.79891)  -0.049
C (7.87380, 10.23650, 14.65641)  -0.051
C (8.42820, 9.93400, 13.44595)  -0.093
C (9.72266, 12.31136, 10.21042)  -0.365
C (10.07150, 13.46710, 10.93912)  -0.079
C (10.37816, 14.68016, 10.30563)  -0.078
C (10.38885, 14.71977, 8.94710)  -0.089
C (9.97325, 13.62088, 8.20471)  -0.065
C (9.79839, 12.36632, 8.78689)  -0.088
H (9.90307, 7.30773, 9.88306)  0.119
H (8.71599, 7.55272, 11.15722)  0.134
H (7.63356, 6.87016, 8.48368)  0.122
H (5.62520, 8.20861, 7.52780)  0.093
H (5.57611, 10.65289, 7.61772)  0.108
H (7.17098, 11.84231, 9.17157)  0.110
H (7.53771, 12.74816, 11.65224)  0.097
H (6.51866, 13.31234, 13.84950)  0.104
H (6.93370, 11.83836, 15.79868)  0.104
H (7.98211, 9.55960, 15.49128)  0.079
H (8.81903, 8.95920, 13.18441)  0.066
H (10.01703, 13.37474, 12.02529)  0.108
H (10.44997, 15.57897, 10.88320)  0.107
H (10.72736, 15.63937, 8.43045)  0.124
H (9.85097, 13.66289, 7.13486)  0.106
H (9.74517, 11.45524, 8.24505)  0.095
C (15.14991, 5.77020, 11.71959)  -0.164
C (13.74575, 5.63055, 11.21141)  -0.204
N (12.99488, 6.86885, 11.30731)  0.065
C (13.51495, 8.13087, 11.20227)  -0.285
N (12.68522, 9.21356, 11.19093)  -0.071
C (13.27603, 10.49307, 11.03974)  -0.239
C (14.52664, 10.58355, 11.91882)  -0.141
C (15.52994, 9.52099, 11.48777)  -0.151
N (14.90307, 8.20725, 11.28998)  -0.042
C (15.71483, 7.02173, 11.07188)  -0.164
H (15.72935, 4.88331, 11.41804)  0.131
H (15.21558, 5.90570, 12.80967)  0.130
H (13.21282, 4.76059, 11.64262)  0.127
H (13.79465, 5.24455, 10.13411)  0.138
H (11.96506, 6.92943, 11.24394)  0.110
H (12.56101, 11.24880, 11.24343)  0.081
H (13.53625, 10.56988, 9.96522)  0.134
H (14.33150, 10.34781, 12.96614)  0.123
H (14.97892, 11.55468, 11.77950)  0.116
H (16.37103, 9.47193, 12.16746)  0.121
H (15.94274, 9.81968, 10.48815)  0.137
H (16.69473, 7.20039, 11.54072)  0.127
H (15.92124, 6.92551, 9.95910)  0.149
Cl (8.82237, 9.39848, 20.82227)  0.711
C (9.00640, 8.66512, 19.29300)  -0.677
C (8.58527, 7.28195, 19.11536)  -0.095
C (8.48715, 6.65812, 17.90066)  -0.025
C (9.19429, 7.30098, 16.80245)  -0.322
C (9.25455, 6.81627, 15.55000)  0.028
C (9.82969, 8.62061, 17.02622)  -0.046
C (9.58274, 9.25637, 18.20006)  -0.148
H (8.27292, 6.70096, 19.97679)  0.103
H (7.92525, 5.71261, 17.75759)  0.128
H (10.00873, 7.19462, 14.83836)  0.061
H (8.46416, 6.20856, 15.09085)  0.072
H (10.21808, 9.21243, 16.19492)  0.109
H (9.91281, 10.29014, 18.29978)  0.114



Record 3
Here is a gas-phase ion, C8H14NO2 (charge +1) from OMol25. Energies are from ωB97M-V with the def2-TZVPD basis set.

Output
- LUMO level (eV) = -2.91
- charge = +1
- structure (SMILES) = C1=C([NH+]2CCCCC2)OOC1
- orbital gap (eV) = 10.36
- multiplicity = 1

Each line ends with the Löwdin charge.
Atoms and positions in Å:
C (2.18709, -1.31778, -1.21391)  0.072
C (1.27019, -0.82535, -0.38380)  -0.133
C (3.27692, -1.93639, -0.33012)  -0.134
C (-2.26488, 1.36762, 0.74287)  -0.199
C (-1.14889, 2.11676, 0.10162)  -0.157
C (-2.36193, -0.01503, 0.08421)  -0.143
C (0.15099, 1.26477, 0.07107)  -0.128
C (-1.05055, -0.78523, 0.39826)  -0.053
N (-0.02602, -0.07339, -0.41041)  -0.015
O (1.64478, -1.12959, 1.04218)  -0.005
O (3.02237, -1.31566, 0.90515)  -0.064
H (2.23918, -1.38171, -2.30477)  0.137
H (3.11498, -2.99269, -0.19136)  0.124
H (4.29257, -1.88024, -0.80742)  0.160
H (-2.30516, 1.20548, 1.87143)  0.148
H (-3.23699, 1.99040, 0.61285)  0.155
H (-1.35434, 2.47278, -0.88357)  0.112
H (-0.83784, 3.02257, 0.69988)  0.149
H (-3.23957, -0.45713, 0.19372)  0.071
H (-2.47218, 0.17917, -1.02550)  0.144
H (1.11964, 1.74290, -0.35092)  0.186
H (0.55177, 1.26136, 1.04506)  0.123
H (-1.02575, -0.69002, 1.42045)  0.120
H (-1.17818, -1.80014, 0.04566)  0.153
H (-0.36818, -0.02347, -1.33263)  0.177



Record 4
Here is a single C2H2O3 molecule from OMol25. Energies are from ωB97M-V with the def2-TZVPD basis set.

Output
- LUMO level (eV) = -0.09
- orbital gap (eV) = 9.44
- multiplicity = 1

Each line ends with the Löwdin charge.
Atoms and positions in Å:
C (-0.04414, 0.04233, -0.74548)  -0.088
C (0.68017, -0.10839, 0.55792)  -0.120
O (0.68424, 1.11562, 0.75421)  0.083
O (-1.26103, 0.01453, -0.68524)  0.013
O (-1.50792, -0.49457, 0.57540)  -0.152
H (0.40595, 0.32293, -1.63728)  0.133
H (1.04273, -0.89245, 1.18047)  0.131



Results for energy above the lowest of the compared OMol25 structures with the same formula, charge and spin: 279.61, 224.57, 512.71, 599.71 (in kJ/mol, following the order of the records).